7
Properties=species:S:1:pos:R:3 method="wB97M-V/def2-TZVPD" e_homo_ev=-10.13 homo_lumo_gap_ev=10.59 smiles="O=C(F)NS" de_lowest_kj_mol=20.51 lumo_energy_ev=0.465
S 1.74336 -0.54193 -0.12971
F -1.85745 1.01183 -0.17673
O -1.29718 -1.08194 -0.79857
N 0.27280 0.42487 0.12474
C -1.05062 -0.03882 -0.38525
H 0.44866 1.41292 0.39530
H 1.74043 -1.18693 0.97023